Entry 1:
DFT (ωB97M-V/def2-TZVPD) results for C16H44N4O6V as an isolated structure.

Its net charge is +1. The value obtained for the energy above the lowest of the compared OMol25 structures with the same formula, charge and spin is 0.0 kJ/mol. Its total energy is -61233.5139 eV. As for the orbital gap: 0.291 hartree.

```
71
Properties=species:S:1:pos:R:3:lowdin_charge:R:1
H -13.535 -35.584 0.220 0.102
H -17.726 -40.302 -2.439 0.075
C -10.678 -36.493 3.172 -0.165
O -15.919 -42.424 0.196 -0.173
H -11.151 -38.222 -0.977 0.069
H -15.873 -40.819 1.435 0.113
H -9.111 -38.200 1.431 0.107
H -14.812 -44.127 0.607 0.094
C -16.897 -40.703 -1.854 -0.063
C -11.362 -37.282 -1.475 -0.032
N -13.080 -36.492 0.036 0.036
H -13.338 -36.364 4.035 0.115
H -15.145 -40.714 7.398 0.092
H -13.387 -32.739 -2.037 0.097
H -14.847 -42.885 1.916 0.073
O -10.911 -37.519 2.216 -0.284
H -11.809 -35.057 2.017 0.125
H -11.532 -41.638 3.923 0.092
V -13.182 -37.985 1.719 0.825
H -10.280 -39.424 1.777 0.078
N -13.092 -36.191 3.058 0.010
H -14.050 -42.179 4.927 0.136
H -13.797 -35.538 2.721 0.116
C -13.408 -40.599 3.643 -0.395
C -11.708 -34.347 4.055 -0.018
C -13.928 -41.095 4.988 -0.210
H -13.305 -31.976 -0.540 0.094
H -13.150 -40.882 5.740 0.137
H -17.906 -40.914 0.017 0.138
C -9.882 -38.481 2.155 -0.071
C -15.701 -40.928 6.475 -0.104
H -10.961 -34.431 -1.643 0.141
H -10.417 -37.029 -1.976 0.093
C -11.752 -36.109 -0.561 -0.360
H -12.419 -33.558 3.840 0.090
C -11.808 -35.487 3.023 -0.403
O -12.645 -39.213 0.872 -0.322
H -18.063 -38.711 -0.198 0.073
H -15.962 -40.272 -2.217 0.078
H -15.813 -42.014 6.439 0.092
H -11.884 -41.062 2.236 0.058
O -12.571 -33.855 -0.524 -0.203
H -12.677 -42.504 2.987 0.082
H -12.069 -37.350 -2.302 0.093
N -12.934 -39.189 3.745 0.051
H -14.242 -40.657 2.942 0.118
C -11.943 -34.815 -1.340 -0.204
N -17.077 -38.940 -0.120 0.037
H -10.672 -36.933 4.177 0.139
H -9.412 -38.703 3.117 0.105
H -16.882 -41.777 -2.033 0.076
O -14.821 -38.039 1.630 -0.335
H -11.058 -35.975 0.265 0.121
C -12.701 -32.611 -1.190 -0.086
O -15.072 -40.356 5.350 -0.170
C -14.851 -43.064 0.834 -0.119
H -14.856 -40.636 -0.010 0.119
H -11.791 -32.111 -1.513 0.096
C -12.290 -41.497 3.145 -0.042
H -13.625 -38.771 4.382 0.096
H -12.133 -39.200 4.383 0.112
H -16.808 -38.748 0.839 0.028
H -9.731 -35.963 3.041 0.147
H -13.691 -36.769 -0.738 0.125
H -16.695 -40.515 6.637 0.092
H -10.679 -33.982 3.993 0.090
H -11.755 -34.799 5.048 0.090
H -12.525 -35.014 -2.251 0.140
C -17.021 -40.395 -0.366 -0.424
H -13.880 -42.677 0.488 0.088
C -15.816 -41.017 0.354 -0.213
```



Entry 2:
DFT (ωB97M-V/def2-TZVPD) results for a 6-piece molecular cluster, C16H45N7O13P2 overall.

Its net charge is +1. Its total energy is -72931.1387 eV. As for the orbital gap (alpha / beta): 0.353 / 0.166 hartree. Its spin multiplicity is 2.

```
83
Properties=species:S:1:pos:R:3:mulliken_spin:R:1
O 3.428 -1.524 -1.298 0.025
O -0.761 -1.974 3.140 0.000
H 4.074 -3.018 2.738 0.007
H 0.507 -2.624 -0.544 0.003
H 0.525 0.005 -3.620 0.000
H 6.060 -1.265 -0.440 0.017
H 2.570 0.827 2.770 0.006
C 2.603 -4.201 0.875 0.002
H -0.834 2.082 -0.019 0.003
H 2.139 -4.556 1.795 -0.001
O -1.243 -2.050 -3.025 0.000
H 0.208 -3.173 1.088 0.001
H 5.910 -0.012 0.750 0.022
H 4.765 -2.976 -4.353 0.000
N 3.240 -1.532 -4.822 0.000
N 2.272 -2.810 0.781 0.063
H -1.278 3.450 2.829 0.000
H -2.334 -0.921 0.998 0.000
H 6.885 -1.581 1.072 0.005
H -5.763 5.866 1.448 0.000
O 2.900 -0.336 -4.682 0.000
C 2.168 0.859 0.200 -0.010
N 4.875 -1.907 0.999 0.490
H 3.657 -4.441 1.013 0.001
H 0.604 -1.519 0.754 0.014
H 5.207 -1.686 -5.425 0.000
C -6.259 5.035 0.946 0.000
H -7.473 6.251 -0.352 0.000
O 2.553 -2.418 -5.314 0.000
H 5.698 -2.284 2.882 0.013
C 4.642 -1.906 -4.519 0.000
H 2.257 -4.748 -0.002 0.006
H -2.812 5.515 3.444 0.000
H 4.826 -1.319 -3.619 0.001
H -2.335 0.298 2.374 0.000
H -3.617 3.172 -0.873 0.000
H -1.394 3.629 -0.329 0.000
H 1.184 -1.660 -2.884 0.000
O -0.874 -4.955 -1.371 0.000
H -1.115 2.517 -1.688 -0.001
H -2.066 6.338 2.141 0.000
H 5.441 -3.696 1.889 0.034
H -0.813 -0.154 1.669 0.000
C -1.524 2.605 -0.682 0.000
P 3.346 -1.645 0.190 -0.042
P -4.136 3.504 1.626 0.000
C 0.603 -0.739 -2.827 0.003
H -2.748 -6.033 -3.260 0.000
H -6.054 5.531 -1.164 0.000
H 1.012 -0.228 -1.956 -0.002
N -1.817 -1.507 2.905 0.000
N -2.047 -4.718 -1.765 0.000
H -7.394 4.511 -0.703 0.000
O -3.337 2.300 0.899 0.000
N 2.769 -0.244 0.972 0.335
O -4.466 3.140 3.083 0.000
C -6.815 5.383 -0.398 0.000
H -0.460 4.858 3.465 0.000
H -3.350 1.406 -0.961 0.000
C 2.510 -0.191 2.384 -0.006
N -0.770 -1.080 -2.440 -0.001
C 0.861 -2.543 0.484 -0.014
O -5.362 3.932 0.625 0.000
H 1.092 0.717 0.104 0.025
C -2.329 5.337 2.483 0.000
O -1.199 -0.525 -1.421 0.000
H 3.191 -0.799 2.980 0.010
H 2.331 1.863 0.590 0.006
H -2.950 -4.226 -3.564 0.000
C 6.015 -1.091 0.635 -0.014
C -3.019 2.339 -0.503 0.000
O -3.009 -4.341 -1.127 0.000
C -2.309 -5.036 -3.216 0.000
H -7.084 4.702 1.576 0.000
C -1.819 -0.521 1.872 -0.004
H 2.555 0.847 -0.819 0.006
O -3.204 4.855 1.474 0.000
C -1.085 4.507 2.645 0.000
H 1.498 -0.495 2.648 0.020
O -2.851 -1.696 3.491 0.000
H -1.305 -5.083 -3.637 0.000
C 4.988 -2.755 2.203 -0.023
H -0.557 4.558 1.693 0.000
```



Entry 3:
DFT (ωB97M-V/def2-TZVPD) results for a 6-piece molecular cluster, C16H46N2O6 overall.

Its net charge is -1. The value obtained for the energy above the lowest of the compared OMol25 structures with the same formula, charge and spin is 44.4 kJ/mol. Its total energy is -32597.8959 eV. As for the orbital gap (alpha / beta): 0.067 / 0.314 hartree. Its spin multiplicity is 2.

```
70
Properties=species:S:1:pos:R:3:mulliken_spin:R:1
H -0.937 -1.794 4.734 0.129
H -2.468 -1.368 -3.958 0.044
H -1.602 -3.421 0.019 -0.096
H -5.162 0.815 0.821 0.028
H 4.905 1.227 2.565 -0.006
H 1.598 1.298 -4.304 0.004
H -4.810 -0.976 0.609 0.035
C -0.755 2.537 0.685 -0.049
H 3.287 0.490 -4.277 -0.025
C 2.426 0.860 -1.625 0.153
H -0.517 -0.287 2.468 0.028
H -0.939 4.702 1.408 0.002
H 3.323 -1.840 0.440 -0.127
C -4.569 0.329 -1.185 0.136
H 0.666 1.233 0.955 0.068
C 2.215 0.425 -4.090 0.196
H -3.137 -1.948 3.182 -0.261
H 2.267 3.421 2.642 0.008
C 0.065 -2.688 -1.923 0.120
O 0.482 2.130 1.241 0.007
H -0.364 -3.893 1.203 -0.199
O 0.319 -2.832 -0.535 -0.971
C -2.542 -1.236 2.611 0.235
H -5.208 0.893 -1.865 0.004
H 2.793 0.917 0.384 0.060
H 1.233 -0.703 1.116 0.154
H 0.868 -1.222 -0.324 0.209
O -3.331 1.034 -1.136 -0.066
H -1.911 -1.772 -1.507 0.170
C 4.367 1.894 3.240 0.022
O -1.024 -0.933 4.317 -0.705
O 2.099 -0.124 -2.734 -0.162
H -0.539 2.665 -0.376 0.006
H -0.210 -0.122 -1.230 0.032
H -1.032 -1.982 -4.410 0.033
H 3.301 1.473 -1.843 0.027
H 4.908 3.972 2.421 -0.003
C 4.136 3.202 2.436 -0.005
C 2.467 0.126 -0.292 -0.668
C -1.115 -1.715 -2.250 -0.674
C -1.430 3.729 1.379 0.029
H -6.256 -0.125 -0.107 -0.037
H -1.336 1.626 0.824 0.051
C 3.599 -1.009 -0.210 0.513
H -2.378 3.968 0.897 -0.001
O 3.032 3.895 2.977 -0.037
H -3.012 -0.253 2.639 0.151
H -4.422 -0.599 -1.737 -0.024
H 3.437 1.339 3.363 0.070
H -2.084 -3.029 -3.585 -0.041
N 1.169 -0.388 0.158 -0.659
C -1.692 -2.012 -3.543 0.087
H -0.236 -3.653 -2.332 -0.090
H 4.801 2.172 4.200 -0.022
H 1.534 1.485 -1.592 0.083
H 1.768 -0.279 -4.792 0.012
H -2.585 -1.497 1.554 -0.138
H 3.783 -1.581 -1.119 -0.031
H 3.904 2.925 1.408 0.021
H 1.075 -2.448 -2.255 0.158
H 0.165 -0.077 -2.731 0.080
N -0.588 -0.380 -2.130 -0.063
H 4.524 -0.600 0.197 0.067
C -5.204 -0.059 0.171 -0.029
H -0.476 -4.782 -0.213 -0.437
C -0.572 -3.756 0.142 2.490
H -0.644 -2.160 2.757 1.042
C -0.994 -1.145 2.943 -0.198
H -2.670 0.357 -1.299 0.065
H -1.765 3.555 2.401 -0.005
```



Entry 4:
DFT (ωB97M-V/def2-TZVPD) results for a 7-piece molecular cluster, C16H46N2O7 overall.

The value obtained for the energy above the lowest of the compared OMol25 structures with the same formula, charge and spin is 0.0 kJ/mol. Its total energy is -34651.4942 eV. As for the orbital gap: 0.372 hartree.

```
71
Properties=species:S:1:pos:R:3:lowdin_charge:R:1
H 2.267 -3.840 -1.362 0.094
H -1.035 2.188 3.882 0.074
H -1.384 1.162 5.239 0.077
C 0.620 3.139 -4.732 -0.061
C -0.674 -3.702 1.750 -0.457
O -4.894 -0.072 0.352 -0.059
H -0.164 -0.948 5.697 0.079
H 1.947 3.864 -1.680 0.072
C 2.373 3.066 0.989 -0.068
H -2.792 -0.487 -2.210 0.073
C 0.025 0.273 3.925 -0.502
N 2.155 -3.000 -0.817 0.168
H 1.563 3.203 -4.182 0.071
H -0.826 1.698 -2.916 0.085
H -2.741 -4.250 1.584 0.083
H 0.152 -3.692 2.469 0.134
H 1.684 5.342 0.645 0.078
H -1.779 -5.498 2.354 0.080
H -5.320 0.046 -1.661 0.133
H 2.514 3.273 2.049 0.085
H -1.388 0.723 -5.353 0.077
H -0.103 3.775 -4.217 0.087
C -4.696 -1.928 -1.048 -0.060
C -1.894 -4.414 2.259 -0.055
H 1.485 -0.229 -0.251 -0.002
C 3.252 -2.242 -0.495 -0.645
O 3.159 -1.188 0.115 0.020
C 2.989 3.799 -1.335 -0.070
H -0.012 -1.734 1.141 0.058
H -4.702 0.857 0.509 0.086
H -5.746 -2.228 -1.106 0.080
H -0.289 -5.368 0.781 0.076
O 1.104 0.643 3.078 -0.053
H 2.717 2.041 0.831 0.076
H 1.015 1.091 -5.254 0.135
H -0.299 0.075 -3.460 0.079
O 0.659 0.276 -0.304 -0.066
H -1.476 -2.378 0.303 0.083
H -4.207 -2.410 -0.204 0.071
H 0.837 1.309 -2.755 0.069
H 0.825 0.734 2.161 0.058
H -0.745 -0.263 3.361 0.114
H 3.350 2.800 -1.574 0.081
H 4.579 -3.571 -1.428 0.092
C 0.604 -0.659 4.971 -0.062
H 0.791 3.601 -5.706 0.081
C -3.185 0.066 -1.357 -0.062
C -0.936 -2.297 1.250 -0.055
H -4.272 -2.373 -1.954 0.079
C 3.101 4.087 0.143 -0.493
H -2.494 -0.059 -0.518 0.072
O -0.978 1.563 -5.577 -0.047
H 1.307 -3.055 -0.273 0.061
H 4.157 4.103 0.425 0.136
H 1.388 -0.195 5.568 0.083
N 4.454 -2.673 -0.999 0.151
C 0.215 1.692 -4.806 -0.493
H -2.238 -4.072 3.237 0.087
C -4.583 -0.422 -1.002 -0.486
O 2.622 5.410 0.445 -0.056
H 0.206 1.973 5.203 0.081
C -0.568 1.511 4.596 -0.056
H 5.240 -2.239 -0.549 0.103
C -0.025 1.131 -3.399 -0.071
O -0.091 -4.440 0.623 -0.084
H -3.174 1.145 -1.536 0.079
H 1.313 3.032 0.711 0.082
H 0.229 -0.045 -1.101 0.008
H 0.952 -1.567 4.478 0.072
H -1.594 -1.743 1.921 0.080
H 3.457 4.588 -1.929 0.079
```



Entry 5:
DFT (ωB97M-V/def2-TZVPD) results for a 6-piece molecular cluster, C16H46N2O8 overall.

Its net charge is +1. The value obtained for the energy above the lowest of the compared OMol25 structures with the same formula, charge and spin is 67.6 kJ/mol. Its total energy is -36682.6177 eV. As for the orbital gap (alpha / beta): 0.269 / 0.076 hartree. Its spin multiplicity is 2.

```
72
Properties=species:S:1:pos:R:3:mulliken_spin:R:1
C 0.860 -0.329 -9.194 0.000
H 0.041 -1.271 2.362 0.000
H -1.473 -3.774 -2.740 0.000
H 0.916 -1.973 -4.917 0.024
H -0.474 -3.152 8.975 0.000
H 0.270 0.600 -1.037 0.000
H 0.016 -0.811 -2.256 -0.001
H -0.327 -0.902 -5.484 0.057
H -2.945 2.836 -3.411 0.000
N -0.702 -1.119 7.315 0.000
H -1.500 2.577 -2.363 0.000
H 0.821 2.556 -1.091 0.000
H -2.721 -4.341 -3.892 0.000
H 3.710 2.492 -0.256 0.000
H -4.013 -1.908 11.000 0.000
O -1.573 -0.403 -0.982 0.000
H 2.961 0.895 -0.384 0.000
H 0.864 3.986 -2.007 0.000
C 3.462 1.585 0.295 0.000
C -2.162 -3.478 -3.531 0.001
H 1.092 0.062 -3.717 -0.048
H -1.523 3.502 -3.932 0.000
O 0.357 -0.385 -7.833 0.005
H 0.835 1.763 -5.676 0.052
H 2.301 3.293 -4.449 -0.002
O -1.609 1.460 -4.076 0.004
O -0.813 -0.566 4.197 0.000
C -0.929 0.249 6.730 0.000
O 2.669 1.925 1.403 0.000
H 1.349 -2.071 -7.295 -0.002
H -0.874 1.317 4.833 0.000
C 1.301 2.989 -1.968 0.001
H 4.411 1.168 0.634 0.000
C -2.998 -1.583 10.772 0.000
C -0.174 -0.366 -1.280 0.000
O -2.854 -2.318 -2.950 0.000
C 0.753 -1.041 -5.460 0.056
H -3.722 -2.699 -2.796 0.000
H -1.505 -3.136 -4.330 0.000
H -2.471 -1.613 11.726 0.000
C 1.719 1.314 -5.222 -0.003
H 1.129 -0.893 3.587 0.000
C -0.883 -1.003 8.772 0.000
C -0.912 -2.317 9.521 0.000
H -2.884 -0.551 10.437 0.000
C 0.178 -0.558 3.175 0.000
C -1.875 2.627 -3.385 0.001
H 3.141 2.342 2.128 0.000
H -1.996 0.471 6.713 0.000
H -0.200 -0.261 9.185 0.000
H -1.826 -0.469 8.888 0.000
H 1.444 -1.206 -9.475 0.000
H 0.149 -1.036 -0.484 0.000
O -2.338 -2.555 9.816 0.000
H 2.407 1.123 -6.046 0.025
H 2.333 -0.759 -7.012 0.003
O 1.187 2.140 -3.087 -0.002
H -1.292 -1.894 7.048 0.000
H 0.637 0.549 5.236 0.000
C 2.274 2.261 -4.098 0.010
H 0.000 -0.338 -9.864 0.000
H 0.170 0.427 2.708 0.000
N 1.450 -0.049 -4.655 0.818
H 1.434 0.555 -9.474 0.000
H 2.366 3.109 -1.768 0.001
H -0.323 -2.277 10.438 0.000
C 1.286 -1.048 -6.924 -0.003
H -2.080 -0.449 -1.795 0.000
H -0.451 1.046 7.301 0.000
C -0.443 0.404 5.245 0.000
H -0.655 1.369 -4.138 0.004
H 3.228 1.910 -3.705 0.000
```



Entry 6:
DFT (ωB97M-V/def2-TZVPD) results for a 6-piece molecular cluster, C16H46N3O15S5 overall.

Its net charge is -1. Its total energy is -106693.5284 eV. As for the orbital gap: 0.122 hartree.

```
85
Properties=species:S:1:pos:R:3:lowdin_charge:R:1
C 2.212 -0.092 -6.132 -0.124
C 3.124 -11.320 -5.842 -0.126
H -1.398 3.624 -1.611 0.069
O 3.630 -5.708 0.869 -0.259
C -6.283 10.106 8.470 -0.259
C -4.059 3.482 1.939 -0.089
H -8.060 10.352 7.258 0.070
H 4.476 0.634 -2.715 0.114
H 4.926 -1.344 -1.232 0.081
S 4.805 -5.961 -0.156 0.557
H -3.181 8.583 1.908 0.071
H 5.655 -9.373 -3.130 0.118
H 4.207 -8.768 -2.344 0.095
H -5.042 6.403 5.721 0.045
O 3.849 -9.630 -4.140 -0.264
O -5.043 9.318 5.919 -0.284
H -4.085 1.010 -1.993 -0.003
H -3.670 3.447 2.958 0.061
O 4.872 -7.355 -0.481 -0.279
H 2.793 0.731 -6.537 0.072
C -3.667 8.151 2.778 -0.125
H 7.051 -5.770 0.369 0.077
H -2.085 2.892 -3.085 0.061
H 5.729 -0.408 -3.380 0.118
S 4.442 -10.212 -5.483 0.554
C 1.721 -6.981 -0.064 -0.067
C 4.724 -8.829 -3.296 -0.238
H -3.805 4.540 0.102 0.084
N -1.113 1.565 -1.706 -0.039
H -0.196 1.625 -2.135 0.011
C -3.442 4.591 1.128 -0.232
O -1.728 6.390 2.857 -0.280
H -5.989 10.205 9.514 0.118
O -3.804 5.939 1.621 -0.267
H 4.463 -2.434 -2.551 0.075
H 2.198 -10.752 -5.887 0.074
H 0.676 -6.865 -0.350 0.086
H -4.749 8.175 2.681 0.075
O -3.810 5.917 4.087 -0.311
O 4.482 -9.196 -6.488 -0.276
C -1.976 2.760 -1.974 -0.502
H -5.142 3.602 1.995 0.078
H -5.673 6.191 7.391 0.079
C 2.278 -5.633 0.337 -0.230
H 5.536 -6.853 -3.138 0.063
C 6.136 -5.565 0.920 -0.117
H 2.262 -7.404 -0.908 0.063
H 3.085 -12.082 -5.069 0.073
O 1.696 -1.245 -3.859 -0.272
O 4.714 -4.998 -1.208 -0.271
H 3.346 -11.762 -6.810 0.074
C 4.674 -0.360 -3.118 -0.251
C -7.759 10.404 8.302 -0.077
H 1.148 0.068 -6.298 0.079
H 5.526 -7.484 -4.789 0.072
O -7.230 8.190 6.107 -0.276
H 1.700 -5.201 1.151 0.124
H -5.665 10.788 7.884 0.112
O -5.934 8.748 8.132 -0.268
H 3.264 -1.366 -1.829 0.073
H 6.072 -4.513 1.183 0.076
H -2.358 4.509 1.086 0.112
O 2.268 1.165 -3.838 -0.268
H -8.360 9.686 8.859 0.083
H -4.087 6.987 7.108 0.083
O 5.633 -10.950 -5.186 -0.280
H 1.786 -7.687 0.765 0.085
O 3.986 -0.496 -4.386 -0.268
S -5.892 8.370 6.580 0.572
H 6.072 -6.199 1.800 0.075
C 4.969 -7.445 -3.853 -0.066
H -1.573 0.710 -1.984 0.013
H -3.825 2.549 1.427 0.067
H -4.038 2.178 -3.143 0.002
H 4.024 -6.939 -4.051 0.092
H 2.524 -1.045 -6.550 0.072
H -3.364 8.663 3.690 0.063
H -7.970 11.408 8.674 0.078
S 2.432 -0.142 -4.388 0.555
C -5.091 6.824 6.726 -0.119
C 4.309 -1.443 -2.126 -0.075
H 2.264 -4.925 -0.491 0.118
N -3.238 2.772 -1.353 -0.250
S -3.156 6.473 2.932 0.549
N -4.194 2.015 -2.142 -0.158
```